Record 1
ORCA calculation (ωB97M-V/def2-TZVPD) on C21H15BrCoN4OS as an isolated structure.

```
44
Properties=species:S:1:pos:R:3
Br 2.53 3.26 -5.23
Co -1.25 -0.56 -0.16
S -1.84 -2.78 -0.17
O -0.02 -0.80 -1.61
N -4.53 -2.86 -0.24
N -3.42 -0.81 -0.71
N -2.02 -0.21 1.69
N -1.03 1.36 -0.15
C -2.62 3.85 2.20
C -0.42 2.05 -1.06
C -5.78 -0.86 -0.62
C 1.95 0.64 -4.22
C -3.35 0.66 3.97
C -1.71 2.01 0.91
C -3.09 3.00 3.16
C -1.92 3.36 1.07
C -3.12 -0.67 3.76
C -3.42 -2.13 -0.40
C 1.72 2.02 -4.04
C -4.58 -0.17 -0.79
C 0.32 1.52 -2.15
C 0.51 0.12 -2.33
C 0.93 2.45 -3.03
C -2.90 1.61 3.02
C -2.22 1.12 1.89
C -5.68 -2.21 -0.37
C 1.38 -0.27 -3.39
C -4.55 1.30 -1.09
C -2.44 -1.07 2.58
H -4.83 1.88 -0.21
H -6.73 -0.36 -0.69
H -3.45 -1.42 4.46
H -3.54 1.60 -1.39
H 2.59 0.31 -5.03
H -2.76 4.92 2.29
H 0.76 3.51 -2.87
H -5.24 1.55 -1.89
H 1.55 -1.33 -3.53
H -6.58 -2.81 -0.24
H -3.88 1.00 4.85
H -0.44 3.14 -1.01
H -1.56 4.07 0.34
H -3.62 3.38 4.02
H -2.27 -2.11 2.35
```

HOMO (alpha / beta)   -7.6 / -7.6 eV
2S+1   2
LUMO energy (alpha / beta)   -0.0342 / -0.0348 Eh

Record 2
ORCA calculation (ωB97M-V/def2-TZVPD) on a 10-piece molecular cluster, C21H15Cl36NO4 overall.

```
77
Properties=species:S:1:pos:R:3
Cl 8.00 3.96 6.00
Cl 7.33 1.85 0.06
Cl -0.81 -2.49 -4.69
Cl -7.72 -0.81 -4.93
Cl 4.56 1.21 -5.88
Cl -1.49 -4.09 -6.98
Cl 4.70 2.99 -3.61
Cl 0.42 2.99 -2.19
Cl -9.84 0.62 -6.25
Cl -7.69 2.07 -4.98
Cl 4.72 2.55 1.05
Cl -6.12 -3.00 -2.42
Cl 6.92 6.59 5.55
Cl -1.57 3.12 -0.13
Cl -3.40 -2.22 -3.01
Cl 5.15 4.32 5.70
Cl 4.80 0.14 -3.21
Cl -7.20 0.58 -7.40
Cl 1.10 4.05 0.40
Cl 9.33 -1.38 -2.35
Cl 7.02 2.60 2.82
Cl -0.62 5.56 -1.37
Cl 8.85 -3.79 -0.82
Cl 1.26 -3.38 -6.48
Cl -5.40 -0.21 -2.49
Cl 9.05 -1.23 0.51
Cl 2.34 1.39 -4.06
Cl 6.48 5.27 8.07
Cl 2.54 -8.51 -9.00
Cl 3.44 -6.19 -10.45
Cl 3.58 -6.23 -7.57
Cl -0.61 -1.37 -7.34
Cl 6.76 -1.84 -1.13
Cl -4.45 -1.89 -0.34
Cl 5.96 0.08 1.89
Cl 1.02 -6.06 -8.89
O -2.19 -0.71 3.35
O -7.35 -0.95 3.94
O -6.24 -2.85 2.32
O 0.67 -1.19 1.99
N 0.78 0.58 3.48
C -4.84 -1.83 -2.07
C -0.92 2.42 3.31
C 2.64 -6.75 -8.98
C -4.15 -1.76 2.64
C 6.63 5.04 6.33
C 0.74 -0.81 3.13
C 4.10 1.43 -4.19
C -3.30 1.74 4.13
C 6.26 1.77 1.45
C -5.47 -1.84 2.82
C -2.42 2.24 2.95
C -6.20 -0.78 3.60
C -3.40 -0.65 3.26
C 0.76 -1.78 4.28
C 8.50 -2.06 -0.95
C -8.11 0.61 -5.89
C -5.46 0.46 3.95
C -0.17 3.94 -0.83
C 0.05 1.47 2.56
C -0.41 -2.83 -6.37
C -4.14 0.54 3.79
H -0.63 3.44 3.05
H -3.59 -2.51 2.10
H 1.76 0.84 3.51
H 1.44 -2.60 4.02
H -6.05 1.29 4.34
H -3.94 2.54 4.52
H -0.50 0.88 1.82
H 1.02 -1.31 5.22
H -0.76 2.30 4.38
H -6.06 -3.65 2.83
H -2.54 1.56 2.11
H -0.25 -2.19 4.37
H 0.77 2.09 2.03
H -2.80 3.23 2.68
H -2.65 1.44 4.96
```

HOMO   -9.2 eV
2S+1   1
LUMO energy   -0.0502 Eh

Record 3
ORCA calculation (ωB97M-V/def2-TZVPD) on a 15-piece molecular cluster, C21H15Cl42F7O5S overall at a distorted geometry.

```
91
Properties=species:S:1:pos:R:3
Cl -15.41 1.47 -2.84
Cl 1.15 -2.94 -3.00
Cl -0.96 -0.15 -1.82
Cl -7.74 -3.51 -1.37
Cl -10.83 1.98 -2.34
Cl -2.19 -2.07 4.81
Cl -3.02 3.28 -2.21
Cl 0.93 -1.98 -11.35
Cl 1.36 3.19 -6.03
Cl 8.05 -0.29 6.16
Cl -5.84 2.57 -2.22
Cl -8.42 2.20 -3.95
Cl -10.51 4.21 -4.18
Cl 0.83 -2.63 -8.51
Cl 11.51 -5.56 3.19
Cl -3.95 1.01 -0.65
Cl -11.69 -1.13 -3.11
Cl 9.86 0.12 8.41
Cl 10.80 0.54 5.69
Cl -14.85 4.27 -2.33
Cl -0.63 4.63 -4.48
Cl -4.68 -0.62 4.36
Cl -2.70 -2.27 -0.86
Cl -14.91 2.38 -0.12
Cl 3.38 -2.63 -9.91
Cl -5.39 -3.09 0.28
Cl 4.12 2.18 5.98
Cl 11.45 -2.78 2.35
Cl 6.10 5.32 -3.06
Cl -13.06 -3.20 -1.60
Cl -13.25 -0.42 -0.76
Cl 11.03 -3.47 5.14
Cl 0.05 -2.10 0.09
Cl 4.62 3.05 8.71
Cl -2.69 -0.80 2.24
Cl 3.25 5.87 -2.81
Cl 4.16 3.35 -3.96
Cl 4.69 4.98 6.54
Cl 0.38 2.07 -3.54
Cl -5.31 -5.03 -1.88
Cl -0.62 -3.36 -5.27
Cl 2.14 -2.55 -5.71
S 4.50 1.61 2.17
F 3.74 -1.65 3.27
F 2.92 -0.80 1.20
F 1.87 1.52 2.61
F 1.47 -2.76 2.81
F 3.17 0.91 4.46
F 0.36 -0.90 2.09
F 1.03 -1.15 4.36
O 4.97 2.72 3.09
O 7.49 -1.32 1.31
O 4.07 2.16 0.83
O 8.37 -1.62 3.54
O 5.60 -1.13 -0.07
C 1.04 -3.49 -4.68
C 2.82 -0.75 2.61
C -1.04 -1.83 -1.28
C 6.71 0.17 3.16
C 5.82 0.33 2.06
C -14.51 2.61 -1.83
C -9.68 3.10 -3.09
C 4.50 4.62 -2.77
C 10.78 -3.98 3.47
C -2.95 -0.69 3.99
C -6.32 -4.27 -0.64
C 3.03 0.78 3.04
C 5.02 3.30 7.01
C 0.77 3.55 -4.41
C -4.35 2.62 -1.26
C 7.64 -1.03 2.70
C 1.64 -2.95 -10.05
C 6.20 -0.74 0.94
C 9.73 -0.41 6.73
C -12.22 -1.65 -1.51
C 1.35 -1.34 2.99
H 4.50 4.17 -1.78
H 10.03 -1.45 6.67
H 1.57 4.07 -3.87
H -0.72 -2.47 -2.11
H -2.48 0.22 4.35
H -13.45 2.42 -1.97
H 6.08 3.12 6.87
H -6.66 -5.05 0.04
H -9.20 3.68 -2.30
H 6.73 0.77 4.14
H 9.71 -4.05 3.29
H -4.52 3.28 -0.40
H -11.33 -1.78 -0.88
H 1.51 -4.01 -10.29
H 1.34 -4.53 -4.72
```

HOMO   -10.7 eV
2S+1   1
LUMO energy   -0.1023 Eh

Record 4
ORCA calculation (ωB97M-V/def2-TZVPD) on C21H15F4N2O4S2 as an isolated structure at a distorted geometry.

```
48
Properties=species:S:1:pos:R:3
S -2.53 -2.42 5.03
S -3.75 -4.18 3.29
F 3.59 1.85 0.88
F -3.23 -1.90 2.71
F 3.60 -0.09 1.94
F 3.86 -0.02 -0.25
O -4.47 -5.01 4.31
O -1.11 -2.66 4.58
O -2.51 -4.67 2.60
O -3.06 -2.98 6.32
N -4.11 1.69 1.05
N -3.74 -2.51 3.79
C -0.44 1.29 1.02
C -6.78 -4.15 -0.11
C -2.49 2.04 5.96
C -1.65 0.18 4.72
C -1.62 1.52 5.02
C -2.40 0.09 0.15
C -0.13 -0.76 -0.22
C 1.23 -0.64 -0.06
C -2.55 -0.64 5.36
C -3.31 0.93 0.62
C 1.76 0.43 0.63
C -4.53 -3.97 0.65
C 0.92 1.39 1.17
C -6.30 -4.27 2.22
C -4.96 -4.12 1.95
C -3.43 -0.13 6.28
C -7.22 -4.29 1.19
C -1.00 0.21 0.32
C -3.40 1.21 6.59
C -5.44 -3.99 -0.38
C 3.26 0.55 0.80
H -3.47 -3.88 0.47
H -2.46 3.08 6.20
H -2.77 -0.75 -0.41
H -8.27 -4.43 1.40
H -6.61 -4.41 3.25
H 1.37 2.22 1.70
H -0.90 2.17 4.54
H -5.10 -3.90 -1.40
H 1.90 -1.38 -0.47
H -0.54 -1.60 -0.76
H -7.49 -4.18 -0.92
H -1.09 2.04 1.44
H -0.96 -0.26 4.02
H -4.10 -0.81 6.79
H -4.08 1.61 7.33
```

HOMO   -2.9 eV
2S+1   1
Energy above the lowest of the compared OMol25 structures with the same formula, charge and spin   3.935 eV
LUMO energy   0.0811 Eh
Charge   -1

Record 5
ORCA calculation (ωB97M-V/def2-TZVPD) on C21H15N3O3PtS as an isolated structure at a distorted geometry.

```
44
Properties=species:S:1:pos:R:3
Pt 0.46 -0.11 0.26
S 3.30 3.03 1.83
O -0.99 0.94 1.13
O -4.72 -1.00 1.04
O 1.79 -1.27 -0.65
N 1.86 1.33 0.56
N -2.19 -0.93 0.53
N -0.99 -1.35 0.02
C 2.42 -4.38 -2.33
C -5.66 0.79 2.24
C -4.31 2.68 2.90
C 1.53 -2.45 -1.13
C -3.31 0.85 1.67
C 2.69 1.89 -0.39
C 2.07 1.83 1.74
C -3.22 2.10 2.30
C 3.57 2.85 0.12
C -0.91 -2.56 -0.45
C 3.60 2.25 -2.56
C -5.54 2.01 2.88
C 0.16 -4.44 -1.54
C 2.70 1.59 -1.75
C 0.26 -3.12 -1.02
C 1.20 -5.05 -2.18
C 4.48 3.21 -2.04
C 4.47 3.52 -0.70
C -4.55 0.19 1.64
C 2.57 -3.11 -1.82
C -2.11 0.26 1.08
H -1.81 -3.15 -0.41
H 3.51 -2.57 -1.91
H 5.15 4.26 -0.29
H 3.24 -4.85 -2.85
H 5.17 3.71 -2.70
H 1.08 -6.05 -2.58
H -6.40 2.45 3.36
H -6.61 0.27 2.20
H -3.84 -1.30 0.72
H 2.01 0.85 -2.14
H -2.26 2.60 2.28
H -0.78 -4.95 -1.43
H -4.23 3.64 3.38
H 1.51 1.54 2.62
H 3.62 2.03 -3.62
```

HOMO   -7.6 eV
2S+1   1
Energy above the lowest of the compared OMol25 structures with the same formula, charge and spin   0.000 eV
LUMO energy   -0.0038 Eh

Record 6
ORCA calculation (ωB97M-V/def2-TZVPD) on the molecule C21H15NO5S at a distorted geometry.

```
43
Properties=species:S:1:pos:R:3
S 4.52 1.15 -0.48
O -0.45 -1.43 0.32
O 4.10 -0.41 -0.81
O -0.14 -2.89 3.50
O 5.53 1.48 -1.42
O 4.79 1.24 0.92
N -4.29 -0.70 -1.16
C 0.04 -2.37 2.42
C -3.29 -1.06 -0.39
C 1.27 -1.95 1.76
C 1.83 -0.91 -0.37
C -5.80 -1.79 0.34
C 1.41 2.71 -2.48
C 2.05 2.12 0.16
C -5.52 -1.06 -0.81
C -2.33 -2.17 1.65
C 2.97 1.94 -0.86
C 2.67 2.23 -2.17
C -3.44 -1.80 0.79
C -1.02 -1.99 1.44
C -4.74 -2.16 1.15
C 3.16 -0.94 0.03
C 3.55 -1.46 1.26
C 0.90 -1.42 0.52
C -0.92 3.36 -1.81
C 2.61 -1.98 2.13
C 0.46 2.89 -1.48
C 0.80 2.60 -0.16
H -1.61 2.52 -1.82
H -6.81 -2.06 0.58
H -4.91 -2.73 2.05
H -1.28 4.07 -1.07
H 4.60 -1.44 1.52
H -2.31 -0.75 -0.72
H 2.90 -2.39 3.09
H -2.58 -2.65 2.58
H -6.30 -0.74 -1.48
H 1.16 2.94 -3.50
H -0.95 3.84 -2.79
H 3.42 2.07 -2.92
H 2.34 1.88 1.17
H 1.54 -0.51 -1.33
H 0.06 2.74 0.62
```

HOMO   -8.8 eV
2S+1   1
LUMO energy   -0.0375 Eh

Record 7
ORCA calculation (ωB97M-V/def2-TZVPD) on C21H16AuN5O2 as an isolated structure.

```
45
Properties=species:S:1:pos:R:3
Au 0.36 -0.02 0.11
O -0.21 2.79 2.98
O 1.97 1.18 3.52
N 2.35 -0.31 0.38
N -0.13 -1.77 -0.95
N 0.78 1.33 1.52
N -0.47 2.78 -0.55
N -1.68 0.21 -0.03
C -0.84 3.58 -1.55
C 2.74 -0.01 1.62
C -3.34 -3.62 -0.72
C -0.01 2.47 1.85
C -0.48 3.30 0.68
C -3.59 -1.39 0.17
C -2.30 -1.10 -0.17
C 4.87 -0.98 1.23
C 0.18 -3.95 -1.88
C 3.99 -0.35 2.09
C 4.48 -1.21 -0.09
C -1.22 5.43 -0.09
C -4.11 -2.67 -0.10
C 0.65 -2.69 -1.49
C 1.78 0.86 2.40
C -0.84 4.61 0.96
C -1.12 -4.29 -1.65
C 3.20 -0.86 -0.49
C -1.99 -3.34 -1.06
C -1.46 -2.08 -0.75
C -1.22 4.90 -1.37
H 0.88 -4.64 -2.34
H -0.83 3.15 -2.54
H -0.81 4.97 1.98
H 1.69 -2.45 -1.63
H -3.75 -4.59 -0.94
H -2.09 0.80 0.69
H -1.51 5.50 -2.22
H -4.21 -0.63 0.63
H 5.16 -1.64 -0.81
H 2.88 -0.96 -1.52
H -1.50 6.46 0.09
H -5.13 -2.89 0.17
H -1.76 0.74 -0.89
H 4.25 -0.07 3.11
H 5.86 -1.26 1.56
H -1.50 -5.27 -1.91
```

HOMO   -15.3 eV
2S+1   1
LUMO energy   -0.2892 Eh
Charge   +2

Record 8
ORCA calculation (ωB97M-V/def2-TZVPD) on the molecule C21H16Cl2N4O2S.

```
46
Properties=species:S:1:pos:R:3
Cl -5.47 1.36 -1.50
Cl -2.59 -0.56 2.62
S 0.63 2.62 -1.05
O 1.44 1.96 2.36
O -3.12 -2.38 -0.84
N 1.81 0.17 -0.72
N -2.00 2.39 0.06
N -0.64 1.49 1.73
N 3.21 1.91 -0.63
C 3.53 -1.64 -0.31
C -4.08 1.40 -0.50
C -1.81 1.50 1.01
C -3.94 0.48 0.54
C -1.88 -1.82 -0.76
C 1.99 1.53 -0.80
C 5.29 0.59 -0.18
C 5.74 -0.70 -0.01
C 0.52 2.24 1.64
C 4.88 -1.80 -0.08
C -3.09 2.35 -0.68
C 3.06 -0.35 -0.46
C -2.80 0.53 1.31
C -0.93 -2.11 0.22
C 0.58 -0.52 -0.76
C 3.93 0.77 -0.41
C 0.58 3.34 0.62
C 0.28 -1.45 0.22
C -3.47 -3.37 0.10
C -1.57 -0.89 -1.75
C -0.35 -0.25 -1.76
H -4.71 -0.25 0.73
H 6.79 -0.88 0.17
H 1.49 3.93 0.78
H 5.28 -2.79 0.04
H -4.48 -3.67 -0.17
H -0.58 0.76 2.44
H -2.81 -4.24 0.04
H -3.16 3.11 -1.45
H -2.31 -0.68 -2.51
H 1.00 -1.65 1.01
H -0.31 3.96 0.63
H 2.86 -2.50 -0.38
H -3.47 -2.98 1.12
H -0.11 0.46 -2.54
H -1.13 -2.84 0.99
H 5.95 1.44 -0.14
```

HOMO   -8.2 eV
2S+1   1
Energy above the lowest of the compared OMol25 structures with the same formula, charge and spin   0.037 eV
LUMO energy   0.0117 Eh

Record 9
ORCA calculation (ωB97M-V/def2-TZVPD) on a 2-piece molecular cluster, C21H16Cl3O4 overall at a distorted geometry.

```
44
Properties=species:S:1:pos:R:3
Cl 1.00 2.83 -0.54
Cl -4.18 3.80 -0.26
Cl -0.32 -0.11 1.17
O 0.29 0.85 -2.54
O 1.59 -0.30 4.07
O 2.03 -2.12 2.83
O -1.18 0.17 4.23
C 1.25 -1.09 3.24
C -2.30 0.28 -3.54
C -5.03 -0.76 2.91
C -2.64 -1.20 2.93
C 4.24 -3.07 2.77
C -2.84 -2.34 2.14
C -0.14 -1.16 2.50
C -3.17 1.87 -1.90
C 3.38 -1.97 3.33
C -1.30 -0.67 3.36
C -4.14 -2.70 1.74
C -5.24 -1.92 2.11
C -0.71 1.34 -1.95
C -2.06 1.13 -2.47
C -4.67 0.77 -3.47
C -2.91 2.79 -0.84
C -0.56 2.28 -0.83
C -3.75 -0.42 3.29
C -4.46 1.65 -2.43
C -1.65 2.90 -0.26
C -3.59 0.08 -4.04
H -5.87 -0.14 3.20
H -4.29 -3.58 1.11
H -1.44 -0.24 -3.98
H -3.74 -0.60 -4.88
H -0.23 -2.12 2.11
H -3.57 0.50 3.86
H -1.51 3.60 0.56
H 3.94 -4.05 3.16
H 3.37 -2.01 4.43
H -6.25 -2.19 1.80
H -2.01 -2.94 1.81
H -5.31 2.19 -1.99
H 5.27 -2.90 3.08
H 3.75 -0.99 3.03
H 4.22 -3.10 1.68
H -5.68 0.61 -3.86
```

HOMO   -3.0 eV
2S+1   1
LUMO energy   0.0846 Eh
Charge   -1

Among the records above, which one has the highest 2S+1? C21H15BrCoN4OS